Entry from the OMol25 dataset: a structure of composition C12H12CoN3O4Se at a distorted geometry (ωB97M-V/def2-TZVPD).

Total energy (Eh): -4713.2804
Total charge: +2
Relative energy (zero: lowest compared OMol25 entry of this formula, charge and spin) (eV): 0.0641
Multiplicity: 5
Strongest force on any atom (eV/A): 3.7
Highest occupied orbital energy (spin up / spin down) (eV): -16.237 / -16.232

```
33
Properties=species:S:1:pos:R:3:lowdin_spin:R:1
Co 0.356 -0.107 0.457 2.789
O -3.296 2.059 0.172 0.005
C -2.065 1.567 0.509 0.006
O -1.848 0.396 0.887 0.037
C -0.998 2.491 0.361 0.018
C -1.049 3.755 -0.264 0.003
C 0.145 4.443 -0.407 0.011
C 1.330 3.865 0.148 -0.003
C 1.296 2.575 0.518 0.008
N 0.153 1.887 0.679 0.077
C 2.436 1.718 1.017 0.006
O 3.510 2.182 1.368 0.050
O 2.121 0.425 0.976 0.216
H -3.964 1.343 0.337 0.000
H -2.052 4.048 -0.660 0.001
H 0.318 5.387 -0.973 0.000
H 2.210 4.515 0.306 0.000
C 2.517 -2.292 -0.615 0.003
N 1.192 -2.712 -0.267 0.044
C 0.779 -3.895 0.340 0.091
C -0.591 -3.786 0.419 0.081
N -1.007 -2.694 -0.230 0.038
C -2.385 -2.327 -0.500 0.004
C 0.108 -1.929 -0.504 -0.008
Se 0.138 -0.538 -1.869 0.507
H 3.302 -2.739 0.034 0.001
H 2.578 -1.222 -0.574 -0.001
H 2.863 -2.576 -1.604 0.003
H 1.423 -4.614 0.765 0.004
H -1.229 -4.532 0.870 0.004
H -3.030 -2.972 0.142 0.000
H -2.633 -2.469 -1.609 0.003
H -2.627 -1.254 -0.228 0.001
```